1.
C49H101N9O3 | ωB97M-V/def2-TZVPD

Calculated values
charge	0
E_tot	-2645.7621	Ha
E_LUMO	-1.1	eV
SMILES	CCOCc1cccc2nc(CC(=O)N(C)C)c(CC(=O)N(C)C)nc12.CCN(CC)CC.CCN(CC)CC.CCN(CC)CC.CCN(CC)CC.CCN(CC)CC

CARTESIAN COORDINATES (ANGSTROEM)
C 1.86007 -2.49254 -3.48595
C 0.48130 -2.27412 -2.64448
O -0.66753 -2.71261 -3.41288
C -1.66674 -1.67413 -3.53276
C -1.48270 -0.86662 -4.92289
C -2.07283 -1.47722 -6.22443
C -1.83936 -0.68066 -7.55127
C -1.06831 0.65374 -7.49960
C -0.46648 1.28753 -6.17245
N 0.25905 2.52115 -6.33253
C 0.74956 2.90117 -5.04866
C 1.65181 4.25358 -5.00986
C 3.17050 3.76869 -5.16320
O 3.87843 4.28180 -6.07423
N 3.63264 2.70911 -4.23730
C 3.75163 1.37350 -4.90461
C 4.86421 3.10284 -3.49095
C 0.52376 2.17413 -3.68870
C 1.14618 2.73500 -2.30604
C 0.25233 2.32357 -1.01931
O 0.75296 1.44997 -0.22380
N -1.06020 2.92706 -0.69860
C -2.09658 2.62525 -1.73744
C -1.61463 2.38350 0.59118
N -0.21067 0.95740 -3.59713
C -0.69721 0.48963 -4.86640
H 1.77152 -2.08769 -4.55875
H 2.15974 -3.61134 -3.47619
H 2.69225 -1.95708 -2.88454
H 0.43108 -1.17986 -2.30191
H 0.61252 -2.90070 -1.68202
H -2.73330 -2.12654 -3.55948
H -1.66675 -0.94790 -2.63775
H -2.64888 -2.46261 -6.20119
H -2.22451 -1.02090 -8.58449
H -0.90663 1.21369 -8.48371
H 1.37550 4.84362 -5.96341
H 1.44147 4.90242 -4.09612
H 3.29516 1.45147 -5.96718
H 3.05307 0.64270 -4.33796
H 4.81168 0.95260 -4.95102
H 4.63850 4.13449 -3.01182
H 5.80653 3.16351 -4.13719
H 4.99987 2.37785 -2.60945
H 1.23221 3.87266 -2.27797
H 2.19463 2.28193 -2.14800
H -2.08348 1.48592 -1.92808
H -3.16680 2.88562 -1.42111
H -1.87166 3.11045 -2.75902
H -2.70674 2.73854 0.70248
H -1.67025 1.23047 0.57627
H -0.97826 2.77860 1.47225
C -4.49600 0.62030 7.67723
C -3.22935 0.54884 6.83122
N -3.47954 0.58160 5.39380
C -2.30841 0.22861 4.59586
C -1.09710 1.15669 4.66524
C -4.25100 1.71994 4.90231
C -3.70595 3.12028 5.17732
H -5.20267 -0.16674 7.40041
H -4.24361 0.48730 8.73314
H -4.99535 1.58765 7.58222
H -2.73524 -0.39703 7.07977
H -2.54856 1.35026 7.14499
H -2.60653 0.11522 3.54674
H -1.98303 -0.77396 4.90043
H -1.25814 2.07964 4.10748
H -0.23366 0.66198 4.20970
H -0.82724 1.40719 5.69292
H -5.25865 1.65874 5.32803
H -4.41186 1.60878 3.82381
H -3.35814 3.24168 6.20607
H -4.49751 3.85925 5.01317
H -2.89027 3.37705 4.50080
C 6.63490 1.30171 3.13335
C 5.31075 1.81746 2.57921
N 4.27744 0.79185 2.47453
C 3.12091 1.21502 1.68743
C 2.28026 2.36970 2.22772
C 3.96539 0.06648 3.70283
C 3.50503 0.87913 4.91149
H 7.00355 0.45280 2.55115
H 7.38868 2.09280 3.08672
H 6.54876 0.99700 4.17929
H 5.51791 2.20954 1.57706
H 4.98040 2.66896 3.18712
H 2.46660 0.35342 1.51417
H 3.47755 1.49597 0.68866
H 1.65861 2.05759 3.06768
H 1.60174 2.72307 1.44852
H 2.89068 3.22082 2.53685
H 4.85292 -0.50497 3.99665
H 3.21462 -0.70237 3.48736
H 4.11463 1.77050 5.07572
H 3.57927 0.26433 5.81488
H 2.46143 1.18202 4.82158
C -1.26399 6.56898 11.47660
C -2.54735 6.04078 10.84410
N -2.44216 5.80796 9.40662
C -3.73290 5.58104 8.76258
C -4.51697 4.33374 9.16594
C -1.36500 4.92053 8.97601
C -1.34148 3.50282 9.54399
H -0.91815 7.47513 10.97196
H -1.44418 6.81781 12.52616
H -0.46157 5.82752 11.45214
H -3.32167 6.79563 11.02098
H -2.86116 5.13749 11.38185
H -3.59793 5.57658 7.67434
H -4.36580 6.45554 8.95893
H -4.08587 3.42975 8.73516
H -5.54069 4.40683 8.78611
H -4.58102 4.21273 10.24878
H -0.41029 5.39937 9.21986
H -1.36041 4.86268 7.88140
H -1.52072 3.47839 10.62119
H -0.35742 3.05525 9.36861
H -2.07234 2.85847 9.05407
C -6.99574 -5.05414 -2.96397
C -6.97805 -5.87232 -4.25097
N -6.48224 -5.13535 -5.40976
C -6.73266 -5.81644 -6.67739
C -6.03854 -7.15694 -6.91211
C -5.15684 -4.53827 -5.27226
C -3.98888 -5.46671 -4.94482
H -7.56165 -4.12743 -3.09212
H -7.47234 -5.63030 -2.16598
H -5.98726 -4.80378 -2.62542
H -8.01198 -6.17790 -4.44635
H -6.40644 -6.79242 -4.07751
H -6.48539 -5.14131 -7.50520
H -7.81448 -5.97688 -6.76518
H -4.97851 -7.02964 -7.13235
H -6.48368 -7.65198 -7.78045
H -6.14330 -7.83506 -6.06339
H -5.20774 -3.76968 -4.49281
H -4.91686 -3.97679 -6.18287
H -4.22840 -6.18073 -4.15390
H -3.13572 -4.87310 -4.59842
H -3.65245 -6.01858 -5.82282
C 5.75494 -2.32801 -5.56939
C 6.38343 -3.33261 -4.60897
N 5.49767 -4.43613 -4.25002
C 5.98880 -5.22800 -3.12525
C 7.29273 -6.00057 -3.31693
C 4.94547 -5.20626 -5.36133
C 5.92779 -5.87040 -6.32399
H 4.81058 -1.94159 -5.17551
H 6.43088 -1.47996 -5.71208
H 5.57021 -2.76476 -6.55393
H 6.64248 -2.78079 -3.69837
H 7.32750 -3.69015 -5.03843
H 5.20715 -5.92831 -2.80790
H 6.11932 -4.55310 -2.27005
H 7.15118 -6.88292 -3.94126
H 7.65336 -6.35543 -2.34674
H 8.08249 -5.38470 -3.75078
H 4.29407 -4.54550 -5.94401
H 4.26481 -5.97016 -4.96845
H 6.74279 -5.20539 -6.61823
H 5.40153 -6.16297 -7.23871
H 6.35519 -6.78024 -5.90196

***

2.
C15H20ClNO4S | ωB97M-V/def2-TZVPD

Calculated values
charge	0
energy above the lowest of the compared OMol25 structures with the same formula, charge and spin	0.161	eV
E_tot	-1797.6974	Ha
E_LUMO	0.5	eV
SMILES	CCOC(=O)[C@H]1CCCN(S(=O)(=O)Cc2ccc(Cl)cc2)C1

CARTESIAN COORDINATES (ANGSTROEM)
C -0.26650 0.87247 5.41766
C -0.06749 2.01160 4.43651
H 0.96002 2.38962 4.46749
H -0.74461 2.84685 4.64485
O -0.33315 1.52573 3.11465
C -0.41276 2.43574 2.14686
O -0.28809 3.61948 2.31978
C -0.65996 1.78504 0.79949
H -0.89862 0.73096 0.96108
C 0.62728 1.92331 -0.03734
N 0.45260 1.46824 -1.38783
S 1.01256 -0.03090 -1.80967
O 0.95167 -0.11432 -3.23660
O 2.26680 -0.21199 -1.14548
C -0.14268 -1.30448 -1.13754
C 0.41250 -2.59801 -1.60616
C 1.40167 -3.24444 -0.87283
C 1.97804 -4.41075 -1.33931
C 1.56568 -4.93313 -2.55506
C 0.59034 -4.29687 -3.30639
C 0.02182 -3.13071 -2.82974
H -0.72674 -2.62390 -3.41898
H 0.28554 -4.70819 -4.25568
Cl 2.27769 -6.39207 -3.14202
H 2.74555 -4.91007 -0.76936
H 1.73112 -2.82439 0.06479
H -1.12260 -1.09299 -1.55186
H -0.12263 -1.20294 -0.05759
C -0.65712 2.03976 -2.10894
C -1.97133 1.91464 -1.33620
C -1.80810 2.48917 0.06880
H -2.73485 2.37154 0.63388
H -1.57942 3.55507 0.01331
H -2.26949 0.86646 -1.26760
H -2.75463 2.45337 -1.87025
H -0.69922 1.52738 -3.07021
H -0.43872 3.09903 -2.28565
H 1.44636 1.34138 0.38678
H 0.91558 2.98098 -0.05385
H 0.40520 0.05219 5.18023
H -1.28970 0.50954 5.37073
H -0.05962 1.22061 6.42525

***

3.
C54H40I2N7O6S3Sc | ωB97M-V/def2-TZVPD

Calculated values
charge	0
energy above the lowest of the compared OMol25 structures with the same formula, charge and spin	1.639	eV
E_tot	-5467.4942	Ha
E_LUMO	-0.6	eV

CARTESIAN COORDINATES (ANGSTROEM)
Sc 0.82151 -0.85129 0.11283
I 4.58745 -2.77482 6.64432
C 3.79949 -2.42344 4.72327
C 4.61316 -2.54741 3.61030
C 4.05355 -2.32473 2.37098
I 5.25859 -2.50600 0.65944
C 2.69609 -1.99549 2.16027
O 2.23575 -1.86109 0.94125
C 1.90582 -1.87822 3.33013
C 0.44505 -1.49073 3.26644
N -0.27759 -2.09367 2.13340
C -0.48784 -3.55035 2.39110
C 0.66874 -4.45845 2.01343
C 1.43249 -5.10425 2.97906
C 2.51958 -5.86429 2.58369
C 2.78937 -5.99586 1.23152
C 1.95201 -5.35014 0.33802
N 0.92886 -4.59213 0.71498
C 2.46688 -2.08744 4.58069
H 5.65930 -2.79854 3.71063
H 0.37181 -0.40614 3.18145
H -0.03236 -1.78336 4.21042
H -1.19318 -1.65467 2.08290
H -1.36213 -3.85918 1.81622
H -0.70085 -3.70267 3.45550
H 1.18891 -4.99206 4.02716
H 3.15521 -6.33672 3.32110
H 3.62691 -6.58052 0.87932
H 2.10391 -5.43396 -0.73383
H 1.84153 -1.98411 5.45908
S -4.62495 -5.43264 -1.54122
C -4.31900 -7.02979 -1.00640
C -3.02456 -7.19827 -0.62998
C -2.25995 -6.01384 -0.76655
C -2.98241 -4.95814 -1.25312
C -2.53441 -3.59295 -1.51937
C -1.31082 -3.15631 -0.97559
N -0.82756 -1.93688 -1.10534
C -1.53137 -1.04720 -1.85934
C -2.76495 -1.38907 -2.46376
C -3.44922 -0.42967 -3.23950
C -2.88466 0.79123 -3.45467
C -1.63436 1.13422 -2.91014
C -1.01610 2.45000 -3.28248
C 0.21167 2.71509 -2.46772
C 0.72350 1.75527 -1.66100
N 0.22100 0.51223 -1.45395
C -0.96138 0.24377 -2.08062
C 0.89666 3.98226 -2.63563
C 0.73659 4.92072 -3.62044
C 1.63775 6.01208 -3.51108
C 2.46800 5.90724 -2.44436
S 2.16987 4.46748 -1.54881
C -3.25952 -2.68853 -2.26125
H -5.11771 -7.75251 -0.99683
H -2.62489 -8.13370 -0.26846
H -1.20792 -5.95907 -0.52352
H -0.68344 -3.83939 -0.42463
H -4.40602 -0.68823 -3.67299
H -3.39681 1.52210 -4.06732
H -1.74059 3.25791 -3.14387
H 1.63954 1.96699 -1.11726
H 0.01611 4.80253 -4.41487
H 1.66858 6.83381 -4.21155
H 3.24105 6.58337 -2.11917
H -4.19513 -2.97090 -2.72987
N 2.93655 -1.00870 -1.67162
C 2.43834 -0.60761 -2.92232
C 2.77899 0.64217 -3.43598
C 2.00236 1.20838 -4.42700
C 0.90978 0.50792 -4.90860
C 0.68364 -0.81138 -4.54293
C 1.47896 -1.38959 -3.57464
S -0.33484 1.41393 -5.77473
O -1.45275 0.55116 -6.00878
O -0.71664 2.56741 -4.74079
O 0.22560 2.11963 -6.88221
H 3.71861 -0.44957 -1.35881
H 3.13228 -1.99738 -1.57917
H 3.57364 1.21467 -2.97177
H 2.19059 2.20914 -4.79502
H -0.14726 -1.34320 -4.98848
H 1.30099 -2.40601 -3.24168
O 1.89163 0.82047 1.06681
C 0.81308 1.34636 1.42762
N 0.67785 2.53813 2.05382
C -0.73218 2.92748 2.03900
C -1.36987 1.58309 1.55889
O -2.55527 1.34933 1.52743
N -0.36708 0.70809 1.24642
C -1.31543 3.23640 3.40474
C -2.64333 3.64984 3.47967
C -3.25683 3.81100 4.70957
C -2.54785 3.58267 5.88148
C -1.21948 3.19620 5.81234
C -0.60807 3.01678 4.57884
C -0.93993 4.08814 1.07362
C -0.22995 5.26424 1.30430
C -0.35276 6.33708 0.43865
C -1.20065 6.25432 -0.65560
C -1.92908 5.09641 -0.87042
C -1.79048 4.00634 -0.02063
H 1.41202 3.22626 1.99247
H -3.19832 3.82524 2.56850
H -4.29613 4.10926 4.75479
H -3.03020 3.70366 6.84258
H -0.65592 3.02139 6.71988
H 0.42675 2.70134 4.53056
H 0.41283 5.34480 2.17469
H 0.20729 7.24479 0.62128
H -1.29325 7.08886 -1.33780
H -2.61092 5.03966 -1.70933
H -2.35792 3.10200 -0.20204

***

4.
C4H11N2 | ωB97M-V/def2-TZVPD

Calculated values
charge	+1
energy above the lowest of the compared OMol25 structures with the same formula, charge and spin	6.041	eV
E_tot	-268.0829	Ha
E_LUMO	-6.1	eV

CARTESIAN COORDINATES (ANGSTROEM)
C -0.92456 0.77416 0.33360
C -0.39986 0.62762 -1.00706
C 1.02481 0.90356 -0.49793
C 2.04909 -0.17524 -0.51293
N 3.14433 -0.27506 0.29641
N -2.86318 -1.34243 0.71267
H -1.68055 1.69512 0.51032
H -0.53324 0.17548 1.14948
H -0.60712 -0.26028 -1.55801
H -0.84196 1.40765 -1.75143
H 1.39463 1.84310 -0.88561
H 1.75701 -1.02672 -1.23378
H 3.26566 0.37808 1.13675
H 3.25246 -1.30661 0.55861
H -2.41985 -0.73501 0.05004
H -3.35528 -0.70858 1.29999
H -2.26239 -1.97484 1.39887

***

5.
C5H7N | ωB97M-V/def2-TZVPD

Calculated values
charge	0
energy above the lowest of the compared OMol25 structures with the same formula, charge and spin	1.971	eV
E_tot	-249.4008	Ha
E_LUMO	0.9	eV

CARTESIAN COORDINATES (ANGSTROEM)
C 0.12952 -1.32482 1.24462
N -0.02591 -0.32229 0.24858
C 0.85648 0.73048 0.19052
C 0.36842 1.56702 -0.82394
C -0.79474 0.94640 -1.39118
C -0.98739 -0.23493 -0.71970
H -0.09966 -1.01401 2.25285
H 1.49946 -1.31695 1.39176
H -0.44518 -2.23981 0.97018
H 1.79545 0.42656 0.86682
H 0.84182 2.47115 -1.18758
H -1.37822 1.30112 -2.23530
H -1.76004 -0.98993 -0.80762

***

6.
C5H18Si3 | ωB97M-V/def2-TZVPD

Calculated values
charge	0
energy above the lowest of the compared OMol25 structures with the same formula, charge and spin	4.038	eV
E_tot	-1069.5399	Ha
E_LUMO (spin up / spin down)	-0.1 / -1.3	eV

CARTESIAN COORDINATES (ANGSTROEM)
C 2.66681 -0.15710 -1.64570
C 4.15811 0.28247 0.40932
C 1.84903 -0.81785 0.62153
C -4.32823 -1.46117 0.80605
C 2.76820 0.22986 -0.12662
Si -4.35679 -0.23049 -0.63003
Si 1.65846 1.79655 0.16060
Si -3.51758 1.78171 0.11371
H 1.70501 -0.20727 -1.91469
H 3.26114 0.62957 -2.33250
H 3.24052 -1.04566 -1.72482
H 4.67896 -0.57557 0.26853
H 4.20789 0.46496 1.44350
H 4.63558 1.16851 0.10912
H 1.70194 -0.34678 1.67683
H 0.93114 -1.01847 0.21209
H 2.38711 -1.87152 0.66635
H -3.34461 -1.89013 1.01290
H -4.86384 -1.06883 1.61023
H -4.87257 -2.42941 0.65305
H -3.35460 -0.62887 -1.60985
H -5.71077 -0.62265 -1.28174
H 2.01508 2.81580 1.11467
H 0.39466 1.58837 -0.49361
H -2.93401 2.65877 -0.93652
H -4.36661 2.39221 1.24590